Molecular formula: C4H7N3O
Method: DFT, the ωB97M-V functional and the def2-TZVPD basis

- multiplicity = 1
- E_HOMO (Ha) = -0.3350
- molar mass (g mol⁻¹) = 113.12
- ΔE to the lowest compared entry with this formula, charge and spin (kcal per mole) = 144.3
- gap between HOMO and LUMO (eV) = 9.43
- structure (SMILES) = N/N=C/C(=O)N1CC1
- E_tot (eV) = -10773.4900

XYZ file:
```
15
Properties=species:S:1:pos:R:3:forces:R:3
N 1.24225 1.53796 -2.22714 2.255 5.438 -2.173
N 0.27032 0.98185 -1.40721 2.879 -1.316 -0.769
C 0.52316 -0.26397 -1.16865 0.856 -2.205 0.218
C -0.20895 -0.94686 -0.01339 -0.929 5.158 -1.500
O -0.36998 -2.07866 0.16652 0.201 -4.144 0.244
N -0.81977 0.03218 0.82088 -3.265 -4.602 -4.372
C -0.10839 0.66488 1.66227 8.355 6.437 6.852
C -1.01529 -0.30897 2.25595 -0.928 -0.774 0.136
H 1.44206 2.71071 -2.27659 -1.955 -4.474 0.876
H 1.68935 1.26809 -3.15740 -1.537 -1.022 2.020
H 1.38359 -1.04822 -1.58029 -2.015 2.638 0.506
H 0.95711 0.26982 1.90686 -1.205 0.541 -0.855
H 0.07680 1.88361 1.89210 -1.520 -2.990 -0.992
H -2.01313 0.08014 2.41169 -0.001 -0.611 1.107
H -0.56874 -1.26934 2.74862 -1.191 1.926 -1.298
```
Positions in Å, forces in eV/Å.

Molecular formula: C4H7N3O
Method: DFT, the ωB97M-V functional and the def2-TZVPD basis

- multiplicity = 1
- E_HOMO (spin up / spin down) (Ha) = -0.2802 / -0.2804
- molar mass (g mol⁻¹) = 113.12
- ΔE to the lowest compared entry with this formula, charge and spin (kcal per mole) = 133.5
- gap between HOMO and LUMO (spin up / spin down) (eV) = 7.80 / 7.86
- E_tot (eV) = -10773.9576

XYZ file:
```
15
Properties=species:S:1:pos:R:3:forces:R:3
C -0.78637 -1.70264 0.02441 -0.042 -0.365 0.388
C -0.71155 -0.40309 -0.70781 1.192 -0.171 -0.590
C -0.60490 1.21146 0.67861 -0.385 0.391 0.717
N 2.09515 -0.72563 -0.40730 -0.179 -0.169 -0.197
C -0.97244 2.44729 0.91788 0.208 0.242 -0.148
N 0.32805 0.58075 -0.03344 -0.091 -0.887 -0.344
N 1.55259 0.36490 0.25681 -0.470 0.316 -0.022
O -1.17542 -0.13345 -1.77207 0.021 0.107 0.591
H 1.90504 -0.73824 -1.40890 0.107 0.080 0.100
H 3.08853 -0.73456 -0.22131 -0.128 0.082 -0.082
H -1.78243 -1.81210 0.45091 -0.106 -0.017 -0.186
H -0.58431 -2.52201 -0.66759 -0.181 0.105 -0.104
H -0.07963 -1.79744 0.84565 0.060 0.336 -0.090
H -0.47053 3.30139 0.46828 0.054 0.004 -0.030
H -1.80179 2.66337 1.57587 -0.062 -0.055 -0.003
```
Positions in Å, forces in eV/Å.

Molecular formula: C4H7N3O
Method: DFT, the ωB97M-V functional and the def2-TZVPD basis

- multiplicity = 1
- E_HOMO (Ha) = -0.3214
- molar mass (g mol⁻¹) = 113.12
- ΔE to the lowest compared entry with this formula, charge and spin (kcal per mole) = 150.6
- gap between HOMO and LUMO (eV) = 9.39
- structure (SMILES) = C/N=c1/cc[nH]n1O
- E_tot (eV) = -10773.2169

XYZ file:
```
15
Properties=species:S:1:pos:R:3:forces:R:3
C -1.36348 -2.13180 0.36305 -0.398 0.344 6.281
N -1.50254 -0.72449 0.74845 -0.757 -1.159 1.335
C -0.63797 0.03914 0.36410 3.956 5.343 -0.270
C -0.24328 1.50025 0.87493 0.483 -0.274 -2.333
C 0.60398 1.96293 -0.15446 -4.023 -2.078 3.631
N 0.87327 1.18112 -1.27435 2.523 -3.265 2.846
N 0.43951 -0.17708 -0.71464 -2.721 -1.026 -1.335
O 1.41175 -0.94827 -0.08656 1.297 0.672 0.578
H -0.36222 -2.43219 1.00859 -2.893 -0.193 -1.934
H -2.37435 -2.57346 0.66450 1.916 -0.177 -0.330
H -1.25784 -2.08115 -0.61457 0.955 -0.947 -4.825
H -0.62061 2.10675 1.82858 0.860 -1.605 -2.577
H 0.80445 2.93118 -0.26053 1.358 3.966 -0.088
H 1.95872 1.08235 -1.23940 -2.128 0.156 -0.648
H 1.73061 -1.62734 -0.69659 -0.429 0.243 -0.333
```
Positions in Å, forces in eV/Å.

Molecular formula: C4H7N3O
Method: DFT, the ωB97M-V functional and the def2-TZVPD basis

- multiplicity = 1
- E_HOMO (Ha) = -0.3484
- molar mass (g mol⁻¹) = 113.12
- ΔE to the lowest compared entry with this formula, charge and spin (kcal per mole) = 108.9
- gap between HOMO and LUMO (eV) = 9.88
- structure (SMILES) = [H]/N=C1/CN(OC)C=N1
- E_tot (eV) = -10775.0252

XYZ file:
```
15
Properties=species:S:1:pos:R:3:forces:R:3
H -3.81245 0.23851 -0.16622 -1.610 1.959 -0.171
N -3.19231 -0.49051 -0.01493 4.809 -0.685 -0.026
C -1.97371 -0.01271 0.05735 -1.580 -1.984 1.530
C -0.68447 -0.88076 0.26993 -2.592 0.043 -3.638
N 0.35137 0.15885 -0.05527 -1.113 -0.949 1.044
O 1.50491 0.14317 0.74881 1.537 -0.565 -3.116
C 2.55736 -0.16931 -0.27859 0.700 -2.648 1.371
C -0.31949 1.36064 0.15270 2.956 1.848 -2.909
N -1.54830 1.31394 0.11925 -4.117 1.012 -0.106
H -0.98438 -1.84530 -0.31917 1.833 1.789 0.078
H -0.67071 -1.24729 1.21902 0.522 -0.430 3.092
H 2.16358 -0.97928 -1.05557 0.817 1.395 2.159
H 3.38942 -0.51541 0.42651 -0.944 -0.057 -1.384
H 3.02203 0.58300 -0.91748 -0.850 0.954 0.460
H 0.19717 2.34247 -0.18635 -0.367 -1.683 1.616
```
Positions in Å, forces in eV/Å.

Molecular formula: C4H7N3O
Method: DFT, the ωB97M-V functional and the def2-TZVPD basis

- multiplicity = 1
- E_HOMO (Ha) = -0.3352
- molar mass (g mol⁻¹) = 113.12
- ΔE to the lowest compared entry with this formula, charge and spin (kcal per mole) = 79.3
- gap between HOMO and LUMO (eV) = 10.01
- structure (SMILES) = O=CN/C=N\N1CC1
- E_tot (eV) = -10776.3107

XYZ file:
```
15
Properties=species:S:1:pos:R:3:forces:R:3
O -3.58987 -1.02784 -0.09585 1.849 3.137 0.184
C -2.98918 0.07680 -0.00275 -2.816 -2.295 0.616
N -1.62726 0.11413 0.07785 -0.562 0.597 0.352
C -0.73269 1.15983 -0.09301 0.585 1.283 -1.260
N 0.55171 1.05111 -0.26817 -2.087 0.953 0.831
N 0.93004 -0.25641 0.00796 0.277 -1.549 -0.019
C 2.06680 -0.72982 -0.74183 1.333 1.512 0.799
C 2.24016 -0.35878 0.72274 -1.810 -1.766 0.807
H -3.61247 0.98562 0.21229 0.861 -0.225 -0.707
H -1.34921 -0.79052 0.37274 1.301 -0.809 -0.273
H -1.18153 2.18503 -0.25633 0.465 -1.373 0.243
H 2.57533 -0.16686 -1.54693 -0.583 0.295 0.829
H 2.02080 -1.73653 -0.99612 -0.197 -1.731 -0.195
H 2.53424 0.63058 0.99185 0.852 0.339 0.005
H 2.16312 -1.13633 1.61557 0.532 1.632 -2.212
```
Positions in Å, forces in eV/Å.

Molecular formula: C4H7N3O
Method: DFT, the ωB97M-V functional and the def2-TZVPD basis

- multiplicity = 1
- E_HOMO (Ha) = -0.2713
- molar mass (g mol⁻¹) = 113.12
- ΔE to the lowest compared entry with this formula, charge and spin (kcal per mole) = 51.9
- gap between HOMO and LUMO (eV) = 8.26
- structure (SMILES) = Cc1[nH][nH]c(=O)c1N
- E_tot (eV) = -10777.4979

XYZ file:
```
15
Properties=species:S:1:pos:R:3:forces:R:3
C -0.08664 1.18825 -1.61076 2.348 -0.126 -2.082
C -0.10936 0.08250 -0.59974 1.717 1.556 0.729
N -1.31340 -0.58394 -0.43638 -3.118 -2.136 -1.412
N -1.18368 -1.51503 0.65931 0.038 0.308 -0.922
C -0.09832 -1.22160 1.40614 2.691 3.382 -2.546
O 0.27659 -1.60179 2.47993 -0.284 -0.431 0.629
C 0.67377 -0.04225 0.47970 -3.243 -4.383 1.324
N 1.82795 0.42051 0.96339 0.532 -0.337 -0.545
H -0.88496 1.80690 -1.34296 -1.598 1.046 -0.130
H -0.20111 0.77483 -2.68422 0.051 0.838 1.581
H 0.82744 1.94783 -1.63497 -1.502 -2.144 0.327
H -1.77822 -1.04874 -1.32728 1.740 0.921 2.453
H -2.00302 -1.75636 1.18580 -0.554 0.049 -0.260
H 2.14307 1.23355 0.51948 0.840 1.312 -0.099
H 1.90988 0.31530 1.94255 0.341 0.145 0.953
```
Positions in Å, forces in eV/Å.

Molecular formula: C4H7N3O
Method: DFT, the ωB97M-V functional and the def2-TZVPD basis

- multiplicity = 1
- E_HOMO (Ha) = -0.3436
- molar mass (g mol⁻¹) = 113.12
- ΔE to the lowest compared entry with this formula, charge and spin (kcal per mole) = 59.8
- gap between HOMO and LUMO (eV) = 10.11
- structure (SMILES) = CN=C=N.CN=C=O
- E_tot (eV) = -10777.1561

XYZ file:
```
15
Properties=species:S:1:pos:R:3:forces:R:3
C -0.76657 -1.70975 -1.67378 0.182 -0.124 -0.320
N -0.24932 -1.07930 -0.46227 0.502 -0.150 -0.788
C -0.93383 -1.02909 0.53672 0.704 -0.704 -2.212
N -1.75489 -0.95800 1.38579 -1.616 0.068 2.747
H -0.17172 -1.33416 -2.51006 -0.103 -0.136 0.090
H -1.81716 -1.45722 -1.84523 0.092 -0.027 0.074
H -0.65998 -2.79650 -1.61815 0.004 0.123 -0.052
H -1.73557 -1.68286 2.09790 -0.143 0.249 0.086
C 1.19502 2.09845 1.26764 -0.345 0.756 0.890
N 0.33378 1.35872 0.36118 0.010 -0.769 0.429
C 0.84077 0.81566 -0.61177 2.006 2.751 -1.113
O 1.52539 0.82547 -1.58675 -1.257 -1.544 0.786
H 0.59424 2.90904 1.69819 0.128 -0.175 -0.048
H 1.50740 1.46946 2.10728 -0.037 -0.029 -0.134
H 2.09245 2.57009 0.85331 -0.127 -0.289 -0.436
```
Positions in Å, forces in eV/Å.

Molecular formula: C4H7N3O
Method: DFT, the ωB97M-V functional and the def2-TZVPD basis

- multiplicity = 1
- E_HOMO (Ha) = -0.2810
- molar mass (g mol⁻¹) = 113.12
- ΔE to the lowest compared entry with this formula, charge and spin (kcal per mole) = 105.4
- gap between HOMO and LUMO (eV) = 7.94
- structure (SMILES) = C/C=C(\O)N(N)C#N
- E_tot (eV) = -10775.1774

XYZ file:
```
15
Properties=species:S:1:pos:R:3:forces:R:3
C -1.93221 0.88540 1.00577 0.075 0.066 0.075
C -0.90291 0.59365 -0.05258 0.201 0.619 0.046
C 0.45509 0.37411 0.25681 -0.689 -0.556 0.583
O 1.16977 0.76678 1.30710 0.042 -0.169 -0.637
N 0.88168 -0.61766 -0.53689 -0.945 -0.394 0.096
N 2.23656 -0.99452 -0.61044 -0.316 0.328 -0.760
C -0.36826 -1.05272 -1.21334 1.541 0.071 -0.511
N -0.81353 -1.75126 -2.04963 0.175 0.361 0.746
H -1.87858 1.91748 1.36697 -0.038 -0.043 0.037
H -1.82040 0.21633 1.86185 -0.037 0.064 -0.028
H -2.92999 0.73683 0.58733 0.086 -0.024 0.054
H -1.05262 1.13640 -0.98468 0.097 -0.297 -0.095
H 2.00252 0.25445 1.29439 -0.139 0.019 0.143
H 2.27697 -1.98093 -0.85652 -0.102 0.068 0.230
H 2.67591 -0.48436 -1.37611 0.049 -0.114 0.022
```
Positions in Å, forces in eV/Å.

Molecular formula: C4H7N3O
Method: DFT, the ωB97M-V functional and the def2-TZVPD basis

- multiplicity = 1
- E_HOMO (Ha) = -0.3250
- molar mass (g mol⁻¹) = 113.12
- ΔE to the lowest compared entry with this formula, charge and spin (kcal per mole) = 104.6
- gap between HOMO and LUMO (eV) = 9.49
- E_tot (eV) = -10775.2120

XYZ file:
```
15
Properties=species:S:1:pos:R:3:forces:R:3
C -0.06040 -0.34026 -2.61410 -1.339 2.895 -2.353
C -0.11383 -0.48532 -1.08491 0.500 1.287 -4.275
C -0.67798 -0.68073 0.81307 -0.141 -0.240 4.979
C 1.00120 1.09048 1.86626 -5.472 1.157 0.494
H 0.28249 0.83783 -2.69247 -0.574 -3.113 -0.299
H -1.19199 -0.31517 -3.30275 3.374 -0.469 2.754
H 0.65716 -0.99930 -3.21801 -0.984 0.942 1.297
H -2.00936 -1.74106 1.82278 2.130 2.968 -0.008
H 1.98629 1.36015 1.67646 1.558 0.368 -0.655
H 0.23171 2.06801 1.94639 2.138 -2.246 -0.761
H 0.87803 0.73586 2.89039 0.241 -0.636 -0.312
N -0.91585 -1.20849 -0.40876 1.350 0.992 -1.200
N -1.28507 -0.86721 1.90745 -2.736 -2.946 0.522
N 0.50020 0.06304 0.90719 1.627 1.605 -1.460
O 0.71739 0.48217 -0.50900 -1.673 -2.565 1.277
```
Positions in Å, forces in eV/Å.

Molecular formula: C4H7N3O
Method: DFT, the ωB97M-V functional and the def2-TZVPD basis

- multiplicity = 1
- E_HOMO (Ha) = -0.3228
- molar mass (g mol⁻¹) = 113.12
- ΔE to the lowest compared entry with this formula, charge and spin (kcal per mole) = 136.0
- gap between HOMO and LUMO (eV) = 9.16
- structure (SMILES) = CC1=NOC/C1=N\N
- E_tot (eV) = -10773.8513

XYZ file:
```
15
Properties=species:S:1:pos:R:3:forces:R:3
C -1.93093 0.46134 1.44947 3.590 1.269 -1.392
C -0.81269 -0.34271 0.69526 -3.229 4.378 1.293
N -0.85926 -1.55662 0.69734 0.464 -5.849 1.261
O 0.26116 -2.11010 -0.01028 -2.558 -1.620 1.851
C 0.97889 -1.08320 -0.50417 -1.785 1.512 -0.982
C 0.08505 0.14711 -0.26548 3.002 3.604 0.823
N 0.39559 1.40893 -0.55705 0.767 -4.317 -1.955
N 1.39787 1.15419 -1.60165 2.827 0.031 0.905
H -2.55074 -0.19955 1.98472 -0.808 -0.685 0.480
H -2.39468 0.94873 0.56597 -0.291 0.310 1.196
H -1.35952 1.18644 2.17086 -1.428 -1.061 -1.496
H 1.88177 -0.95960 0.10498 0.641 0.092 -0.798
H 0.89647 -1.29483 -1.55314 1.747 0.182 -0.958
H 1.98288 2.02970 -1.94135 -1.580 -2.397 1.642
H 2.02814 0.21017 -1.23548 -1.359 4.551 -1.869
```
Positions in Å, forces in eV/Å.